1.
{
  "formula": "C5H13N2S",
  "method": "ωB97M-V/def2-TZVPD",
  "gap_ha": 0.334,
  "e_lumo_ev": -3.227,
  "total_charge": 1,
  "total_energy_ha": -705.689901,
  "species": ["C", "C", "C", "C", "C", "N", "N", "S", "H", "H", "H", "H", "H", "H", "H", "H", "H", "H", "H", "H", "H"],
  "coordinates": [[1.536, 3.262, 2.825], [1.094, 2.503, 1.678], [-1.598, -2.984, -0.965], [0.440, -0.309, -1.788], [-1.296, -1.552, -0.710], [-1.935, -0.471, -0.612], [0.193, -1.272, -0.698], [1.111, 0.965, 1.439], [0.739, 3.970, 2.993], [2.329, 3.790, 2.338], [0.613, 2.981, 0.889], [-1.422, -3.140, -2.024], [-2.613, -3.089, -0.738], [-0.941, -3.704, -0.405], [0.120, -0.887, -2.654], [-0.183, 0.530, -1.773], [1.480, 0.026, -1.947], [-2.925, -0.705, -0.726], [1.929, 2.677, 3.663], [0.907, -2.003, -0.870], [0.424, -0.587, 0.086]]
}

---

2.
{
  "formula": "C35H38FN3NbO3Si",
  "method": "ωB97M-V/def2-TZVPD",
  "gap_ha": 0.200,
  "e_lumo_ev": -9.506,
  "total_charge": 3,
  "total_energy_ha": -2191.891237,
  "species": ["C", "C", "C", "H", "C", "C", "H", "H", "H", "H", "Nb", "C", "H", "H", "H", "Si", "C", "C", "H", "C", "H", "C", "H", "C", "H", "C", "H", "C", "C", "H", "C", "H", "C", "H", "C", "H", "C", "H", "H", "H", "F", "C", "C", "C", "C", "O", "C", "C", "N", "C", "C", "C", "C", "C", "C", "N", "C", "C", "N", "C", "C", "C", "O", "O", "H", "H", "H", "H", "H", "H", "H", "H", "H", "H", "H", "H", "H", "H", "H", "H", "H", "H"],
  "coordinates": [[0.690, 1.915, -0.291], [-0.447, 1.873, -1.149], [-1.592, 1.502, -0.370], [-0.456, 2.145, -2.197], [-1.169, 1.372, 0.987], [0.251, 1.616, 1.035], [0.841, 1.768, 1.934], [1.696, 2.218, -0.574], [-2.613, 1.420, -0.727], [-1.819, 1.238, 1.846], [-0.091, -0.228, -0.163], [-1.160, -2.774, -3.132], [-2.120, -2.791, -2.610], [-0.509, -3.548, -2.708], [-1.335, -2.954, -4.206], [-0.290, -1.085, -2.962], [1.421, -1.146, -3.738], [2.155, 0.050, -3.739], [1.663, 0.998, -3.498], [3.519, 0.056, -4.023], [4.068, 0.998, -3.990], [4.153, -1.137, -4.380], [5.221, -1.134, -4.617], [3.412, -2.327, -4.450], [3.899, -3.245, -4.776], [2.048, -2.334, -4.122], [1.465, -3.257, -4.189], [-1.332, 0.165, -3.878], [-0.810, 0.864, -4.972], [0.147, 0.565, -5.398], [-1.537, 1.940, -5.509], [-1.101, 2.526, -6.319], [-2.803, 2.254, -5.025], [-3.377, 3.079, -5.461], [-3.353, 1.499, -3.982], [-4.352, 1.712, -3.607], [-2.623, 0.447, -3.416], [-3.061, -0.157, -2.616], [-0.900, -1.391, -1.421], [0.403, -0.010, -2.024], [-3.013, -0.658, 5.704], [-1.661, -0.846, 5.501], [-1.238, -1.011, 4.206], [0.153, -1.067, 3.944], [0.645, -1.091, 2.622], [-0.226, -1.071, 1.617], [2.039, -1.052, 2.400], [2.894, -1.019, 3.484], [2.439, -0.908, 4.766], [3.332, -0.726, 5.850], [4.721, -0.225, 5.611], [3.716, 0.671, 6.264], [1.068, -0.953, 5.023], [0.600, -0.809, 6.334], [-0.783, -0.763, 6.613], [-1.220, -0.613, 7.936], [-0.564, 0.380, 8.767], [-0.464, -0.111, 10.204], [-1.830, -0.500, 10.625], [-2.527, -1.496, 9.783], [-2.566, -0.941, 8.364], [2.664, -0.996, 1.024], [3.858, -1.194, 0.909], [1.857, -0.721, -0.008], [-1.940, -1.073, 3.379], [3.971, -1.048, 3.352], [3.198, -1.430, 6.673], [5.486, -0.638, 6.264], [5.021, 0.020, 4.597], [3.311, 1.506, 5.682], [3.828, 0.833, 7.336], [1.320, -0.738, 7.149], [-1.136, 1.333, 8.747], [0.436, 0.588, 8.373], [0.165, -0.998, 10.305], [-0.103, 0.674, 10.875], [-1.810, -0.833, 11.587], [-2.400, 0.349, 10.572], [-3.533, -1.649, 10.180], [-1.962, -2.429, 9.851], [-3.202, -0.033, 8.348], [-3.000, -1.690, 7.696]]
}

---

3.
{
  "formula": "C4H9NO2",
  "method": "ωB97M-V/def2-TZVPD",
  "gap_ha": [0.318, 0.318],
  "smiles": "C=C(C)OC.N=O",
  "e_lumo_ev": [-0.363, -0.363],
  "total_energy_ha": -362.911212,
  "species": ["C", "C", "C", "C", "N", "O", "O", "H", "H", "H", "H", "H", "H", "H", "H", "H"],
  "coordinates": [[0.737, 0.768, -0.581], [0.430, -1.538, -1.467], [-0.372, -0.153, 1.844], [0.339, -0.489, -0.401], [-2.185, 2.687, 0.112], [-1.507, 3.479, 0.725], [-0.204, -1.003, 0.737], [0.705, 1.522, 0.183], [-1.683, 2.306, -0.740], [1.153, 1.059, -1.528], [1.170, -2.286, -1.183], [0.719, -1.095, -2.415], [-0.529, -2.042, -1.577], [0.584, 0.260, 2.183], [-0.800, -0.772, 2.634], [-1.061, 0.671, 1.615]]
}

---

4.
{
  "formula": "C31H42BrN3O2PbSi4Te",
  "method": "ωB97M-V/def2-TZVPD",
  "gap_ha": 0.220,
  "e_lumo_ev": -0.705,
  "total_energy_ha": -5714.297548,
  "species": ["Pb", "C", "C", "C", "C", "N", "C", "C", "C", "C", "C", "C", "N", "C", "C", "C", "C", "C", "N", "H", "H", "H", "H", "H", "H", "H", "H", "H", "H", "H", "C", "Si", "C", "C", "Si", "Te", "Si", "C", "C", "C", "Si", "C", "C", "C", "H", "H", "H", "H", "H", "H", "H", "H", "H", "H", "H", "H", "H", "H", "H", "H", "H", "H", "H", "H", "H", "H", "H", "H", "H", "H", "H", "Br", "C", "C", "C", "C", "C", "C", "C", "O", "O", "H", "H", "H", "H"],
  "coordinates": [[1.056, -0.453, -0.134], [1.179, -1.021, 4.554], [0.847, -2.346, 4.766], [0.673, -3.187, 3.679], [0.822, -2.666, 2.401], [1.089, -1.381, 2.211], [1.290, -0.579, 3.248], [0.690, -3.510, 1.168], [0.569, -4.889, 1.259], [0.434, -5.627, 0.102], [0.433, -4.978, -1.115], [0.583, -3.598, -1.146], [0.704, -2.892, -0.018], [0.578, -2.857, -2.451], [0.613, -3.515, -3.672], [0.569, -2.767, -4.838], [0.503, -1.389, -4.756], [0.496, -0.812, -3.498], [0.522, -1.532, -2.384], [1.341, -0.338, 5.376], [0.726, -2.729, 5.771], [0.415, -4.223, 3.837], [1.542, 0.450, 3.017], [0.589, -5.381, 2.219], [0.325, -6.703, 0.148], [0.312, -5.540, -2.027], [0.689, -4.589, -3.729], [0.591, -3.263, -5.799], [0.469, -0.768, -5.640], [0.470, 0.266, -3.374], [-1.855, 4.820, 1.933], [-1.203, 3.065, 1.818], [-1.421, 2.245, 3.486], [0.632, 3.155, 1.450], [-2.397, 1.879, 0.202], [-1.934, -0.561, 0.374], [-1.941, 2.613, -1.958], [-2.542, 1.345, -3.194], [-0.108, 2.922, -2.231], [-2.831, 4.225, -2.322], [-4.690, 2.020, 0.627], [-5.023, 1.295, 2.318], [-5.366, 3.768, 0.596], [-5.586, 1.013, -0.667], [-1.257, 5.411, 2.634], [-2.888, 4.823, 2.285], [-1.835, 5.325, 0.964], [-0.821, 2.755, 4.246], [-1.126, 1.193, 3.446], [-2.467, 2.272, 3.801], [1.144, 3.712, 2.241], [0.832, 3.656, 0.500], [1.088, 2.164, 1.394], [-2.119, 0.356, -3.000], [-2.286, 1.652, -4.213], [-3.629, 1.240, -3.132], [0.530, 2.162, -1.769], [0.181, 3.886, -1.804], [0.115, 2.952, -3.302], [-3.914, 4.104, -2.249], [-2.599, 4.569, -3.335], [-2.536, 5.013, -1.623], [-4.641, 1.950, 3.106], [-4.532, 0.324, 2.421], [-6.097, 1.161, 2.479], [-4.904, 4.392, 1.365], [-6.444, 3.747, 0.783], [-5.200, 4.254, -0.367], [-5.156, 0.010, -0.735], [-5.507, 1.480, -1.652], [-6.647, 0.920, -0.419], [8.818, -1.367, 1.955], [7.617, -1.755, 0.536], [8.097, -2.396, -0.595], [7.215, -2.674, -1.631], [5.879, -2.314, -1.530], [5.413, -1.676, -0.387], [6.288, -1.393, 0.656], [3.951, -1.301, -0.264], [3.561, -0.806, 0.819], [3.212, -1.524, -1.261], [9.140, -2.675, -0.661], [7.580, -3.172, -2.520], [5.178, -2.516, -2.328], [5.909, -0.899, 1.539]]
}

---

no.,largest force on an atom (eV/Å)
1,3.57
2,4.84
3,1.47
4,0.67